1.
Formula: C24H33N2Ti
Source: the OMol25 dataset
Level of theory: wB97M-V/def2-TZVPD

Each line ends with the Mulliken charge.
Atoms and positions in Å:
C  1.375  -1.699  0.501  0.099
C  1.894  -1.044  -0.672  1.028
C  0.942  -1.207  -1.741  0.342
C  -0.154  -1.993  -1.243  0.537
C  0.091  -2.268  0.156  1.183
Ti  -0.099  -0.048  0.000  -0.262
C  -1.985  1.671  -1.744  2.344
C  -1.995  1.109  -0.341  -0.765
H  -2.029  1.889  0.436  0.341
C  -2.285  -0.224  0.016  -0.771
H  -2.765  -0.921  -0.678  0.320
H  -2.493  -0.449  1.072  0.310
C  -2.794  2.964  -1.820  -1.757
H  -2.351  3.738  -1.184  0.410
H  -2.826  3.346  -2.846  0.366
H  -3.822  2.783  -1.483  0.462
C  -2.466  0.683  -2.794  -2.277
H  -1.814  -0.199  -2.858  0.390
H  -3.485  0.341  -2.558  0.471
H  -2.488  1.147  -3.789  0.432
C  3.276  -0.514  -0.805  -1.884
H  3.536  0.129  0.046  0.339
H  4.013  -1.332  -0.838  0.348
H  3.393  0.074  -1.719  0.439
C  1.177  -0.842  -3.165  -1.437
H  1.727  0.102  -3.243  0.279
H  1.764  -1.620  -3.680  0.281
H  0.235  -0.723  -3.713  0.328
C  -1.202  -2.656  -2.070  -1.516
H  -1.302  -2.187  -3.055  0.427
H  -0.945  -3.714  -2.245  0.326
H  -2.181  -2.641  -1.579  0.331
C  -0.735  -3.159  1.017  -1.741
H  -1.782  -3.165  0.691  0.340
H  -0.366  -4.195  0.979  0.352
H  -0.716  -2.850  2.070  0.296
C  2.143  -1.942  1.753  -1.284
H  1.484  -2.143  2.606  0.335
H  2.808  -2.813  1.645  0.373
H  2.775  -1.080  2.002  0.310
C  0.671  1.952  -1.288  1.733
C  -0.375  2.112  -2.144  0.674
C  1.982  2.366  -1.617  -0.597
C  -0.150  2.548  -3.447  -0.451
H  0.071  1.951  -0.274  -1.128
C  2.211  2.800  -2.923  -0.706
H  2.759  2.336  -0.845  0.535
C  1.150  2.876  -3.844  -0.981
H  -0.982  2.629  -4.155  0.331
H  3.216  3.095  -3.227  0.388
H  1.334  3.213  -4.863  0.424
N  -0.145  0.070  3.041  -0.203
C  -0.119  0.851  4.131  -0.157
C  0.142  2.142  3.689  -0.962
C  0.280  2.073  2.309  -0.425
N  0.106  0.777  1.908  0.630
H  -0.308  -0.933  3.031  0.032
H  -0.291  0.457  5.121  0.469
H  0.216  3.033  4.286  0.443
H  0.483  2.861  1.597  0.506

## Properties
HOMO (spin up / spin down) (eV): -10.16 / -10.08
Charge: +1
Gap between HOMO and LUMO (spin up / spin down) (eV): 7.2 / 7.2


2.
Formula: C24H33N4S
Source: the OMol25 dataset
Level of theory: wB97M-V/def2-TZVPD

Each line ends with the Mulliken charge.
Atoms and positions in Å:
C  -1.292  -0.154  3.634  -1.403
C  -2.607  0.513  3.354  1.127
C  -2.945  1.819  4.013  -1.212
N  -3.524  0.042  2.575  -0.411
S  -3.120  -1.327  1.675  0.200
C  -4.489  -1.286  0.510  -0.789
C  -3.972  -0.680  -0.795  -0.636
C  -3.046  -1.622  -1.595  -1.122
C  -1.891  -0.891  -2.235  0.490
C  -0.670  -0.783  -1.577  -0.387
C  0.379  -0.075  -2.148  -0.684
C  0.218  0.527  -3.387  -0.504
C  -0.996  0.427  -4.052  -0.748
C  -2.044  -0.280  -3.477  -0.343
H  -1.446  -1.190  3.953  0.495
H  -0.755  0.373  4.420  0.286
H  -0.658  -0.141  2.742  0.352
H  -2.826  2.623  3.282  0.298
H  -3.983  1.804  4.347  0.370
H  -2.302  2.006  4.872  0.366
H  -3.534  -2.344  2.462  0.231
H  -5.258  -0.666  0.971  0.433
H  -4.849  -2.309  0.388  0.476
H  -3.420  0.239  -0.559  0.416
H  -4.827  -0.364  -1.395  0.441
H  -2.661  -2.415  -0.945  0.501
H  -3.632  -2.120  -2.372  0.487
H  -0.528  -1.266  -0.612  0.325
H  1.326  0.002  -1.624  0.569
H  1.028  1.085  -3.845  0.509
H  -1.130  0.895  -5.020  0.441
H  -2.995  -0.372  -3.994  0.406
N  0.189  -1.796  6.519  0.018
C  0.204  -3.128  6.191  -0.593
C  1.477  -3.446  5.802  -0.347
C  2.261  -2.264  5.902  -0.397
C  1.441  -1.264  6.349  -0.539
H  -0.613  -1.294  6.851  0.207
H  -0.683  -3.732  6.273  0.401
H  1.815  -4.420  5.491  0.422
H  3.310  -2.165  5.680  0.429
H  1.642  -0.229  6.566  0.406
N  4.048  -0.962  -2.499  0.080
C  4.573  -2.151  -2.928  -0.407
C  5.818  -2.282  -2.373  -0.514
C  6.054  -1.125  -1.581  -0.535
C  4.946  -0.329  -1.681  -0.341
H  3.151  -0.602  -2.762  0.221
H  4.021  -2.798  -3.587  0.368
H  6.488  -3.112  -2.521  0.389
H  6.940  -0.903  -1.010  0.389
H  4.723  0.630  -1.245  0.352
N  0.391  4.032  -3.528  0.036
C  -0.009  4.454  -4.768  -0.517
C  1.079  4.997  -5.396  -0.413
C  2.179  4.899  -4.501  -0.384
C  1.723  4.301  -3.357  -0.548
H  -0.201  3.591  -2.850  0.211
H  -1.027  4.332  -5.096  0.390
H  1.088  5.419  -6.387  0.417
H  3.188  5.233  -4.677  0.419
H  2.231  4.045  -2.443  0.401

## Properties
HOMO (eV): -9.81
Charge: +1
Gap between HOMO and LUMO (eV): 6.1


3.
Formula: C24H33N7O
Source: the OMol25 dataset
Level of theory: wB97M-V/def2-TZVPD

Each line ends with the Mulliken charge.
Atoms and positions in Å:
C  1.635  -0.325  -4.110  -0.549
C  2.718  -1.252  -3.552  -0.965
N  2.378  -1.837  -2.274  0.089
C  1.933  -3.209  -2.273  -1.007
C  0.442  -3.386  -2.580  -0.466
C  2.227  -1.042  -1.155  1.354
C  1.571  -1.490  -0.004  -0.065
C  1.440  -0.683  1.107  -1.682
C  1.941  0.611  1.119  -0.139
N  1.719  1.489  2.194  0.049
C  0.898  1.328  3.265  0.499
O  0.418  0.274  3.629  -0.660
C  0.581  2.648  3.956  -0.850
C  -0.657  3.269  3.273  -0.591
C  -0.455  3.370  1.807  0.583
N  0.132  4.336  1.137  -0.565
N  0.210  4.002  -0.150  -0.746
C  -0.331  2.806  -0.286  0.631
C  -0.473  1.915  -1.369  -1.262
C  -1.005  0.694  -1.117  0.028
C  -1.433  0.345  0.214  0.417
N  -1.869  -0.902  0.518  0.572
C  -2.631  -1.718  -0.398  -0.959
C  -4.133  -1.485  -0.191  -0.750
C  -4.514  -1.776  1.259  -0.792
C  -3.644  -0.950  2.205  -0.733
C  -2.170  -1.212  1.904  -0.600
N  -1.344  1.200  1.211  -0.753
N  -0.772  2.368  0.946  0.555
C  2.640  1.076  -0.003  0.367
C  3.256  2.447  -0.032  -2.051
C  2.765  0.252  -1.105  -0.095
H  1.427  0.476  -3.406  -0.043
H  1.968  0.111  -5.049  0.430
H  0.714  -0.873  -4.290  0.203
H  2.888  -2.069  -4.257  0.394
H  3.661  -0.701  -3.466  0.441
H  2.518  -3.753  -3.022  0.398
H  2.165  -3.651  -1.301  0.494
H  0.220  -3.072  -3.596  0.292
H  0.163  -4.432  -2.476  0.423
H  -0.156  -2.794  -1.892  -0.165
H  1.144  -2.478  0.048  0.173
H  0.926  -1.055  1.976  0.524
H  2.059  2.426  2.028  0.320
H  1.422  3.339  3.892  0.328
H  0.349  2.454  5.003  0.410
H  -1.521  2.626  3.455  0.298
H  -0.841  4.261  3.685  0.411
H  -0.137  2.218  -2.347  0.515
H  -1.081  -0.031  -1.910  0.081
H  -2.361  -1.501  -1.431  0.387
H  -2.392  -2.767  -0.192  0.469
H  -4.699  -2.125  -0.871  0.447
H  -4.365  -0.444  -0.429  0.269
H  -5.570  -1.548  1.419  0.396
H  -4.365  -2.838  1.465  0.290
H  -3.859  -1.207  3.242  0.407
H  -3.848  0.113  2.066  0.305
H  -1.524  -0.614  2.544  0.237
H  -1.944  -2.272  2.056  0.511
H  3.859  2.567  -0.928  0.417
H  2.492  3.227  -0.044  0.419
H  3.902  2.604  0.832  0.405
H  3.315  0.640  -1.947  0.246

## Properties
HOMO (eV): -7.13
Charge: 0
Gap between HOMO and LUMO (eV): 7.6


ΔE to the lowest compared entry with this formula, charge and spin for every record listed, in sequence, given in kcal/mol: 0.0; 17.6; 0.0.
E for every record listed, in sequence, given in eV: -51512.589; -42210.614; -37902.376.